1:
The following is a DFT calculation (ωB97M-V with the def2-TZVPD basis set) of a 17-piece molecular cluster, C20H74N16O17 overall.

Geometry (Å):
C (-1.397, -3.661, 5.088)
C (-1.633, -3.299, 3.640)
O (-1.299, -1.947, 3.377)
H (-0.327, -3.694, 5.355)
H (-1.569, -4.779, 5.314)
H (-1.910, -2.907, 5.811)
H (-2.707, -3.390, 3.351)
H (-1.082, -3.948, 2.907)
H (-0.604, -1.898, 2.770)
C (-0.778, -0.780, 0.073)
C (-0.557, 0.700, 0.325)
O (0.431, 1.089, -0.599)
H (-1.108, -0.951, -0.964)
H (-1.511, -1.254, 0.799)
H (0.141, -1.343, 0.133)
H (-0.261, 1.051, 1.290)
H (-1.470, 1.168, -0.017)
H (1.155, 1.510, -0.094)
C (-2.117, -1.735, -5.544)
C (-2.065, -2.761, -4.408)
O (-2.007, -2.121, -3.193)
H (-3.026, -1.213, -5.496)
H (-2.061, -2.161, -6.522)
H (-1.239, -1.042, -5.595)
H (-1.124, -3.191, -4.610)
H (-2.789, -3.583, -4.521)
H (-1.598, -2.654, -2.472)
C (-0.753, 3.349, -3.209)
O (-1.043, 2.157, -3.849)
N (-0.391, 3.377, -1.998)
N (-0.719, 4.547, -3.839)
H (-0.257, 2.588, -1.411)
H (-0.476, 4.319, -1.613)
H (-0.696, 4.640, -4.865)
H (-0.028, 5.241, -3.506)
C (1.413, -1.255, -3.643)
O (1.212, -1.784, -4.947)
N (2.567, -1.446, -3.083)
N (0.547, -0.566, -3.041)
H (3.348, -1.973, -3.496)
H (2.908, -1.027, -2.171)
H (-0.317, -0.471, -3.535)
H (0.627, -0.123, -2.159)
C (4.753, -0.860, -1.091)
O (5.417, -2.036, -1.286)
N (5.123, 0.262, -1.662)
N (3.587, -0.794, -0.461)
H (6.086, 0.212, -2.131)
H (4.433, 0.922, -2.029)
H (3.150, -1.668, -0.245)
H (3.228, 0.054, -0.030)
C (1.965, -1.670, 3.181)
O (2.967, -2.238, 2.381)
N (1.402, -0.565, 2.760)
N (1.632, -2.071, 4.349)
H (1.719, -0.200, 1.873)
H (0.817, 0.047, 3.337)
H (2.100, -2.911, 4.735)
H (0.778, -1.835, 4.811)
C (3.824, 2.656, 0.540)
O (2.807, 1.694, 0.595)
N (3.678, 3.957, 0.784)
N (4.988, 2.336, 0.091)
H (2.659, 4.211, 0.748)
H (4.447, 4.599, 0.618)
H (5.207, 1.345, -0.347)
H (5.813, 2.746, 0.643)
C (-3.721, 0.860, 2.832)
O (-3.679, 0.484, 1.448)
N (-4.422, 1.889, 3.188)
N (-2.923, 0.331, 3.725)
H (-5.164, 2.336, 2.638)
H (-4.310, 2.314, 4.090)
H (-2.610, -0.638, 3.569)
H (-2.889, 0.721, 4.701)
C (0.051, 1.867, 4.681)
O (-0.588, 3.048, 4.239)
N (-0.388, 0.666, 4.430)
N (0.958, 1.816, 5.603)
H (-1.375, 0.591, 4.024)
H (-0.193, -0.091, 5.008)
H (1.628, 1.066, 5.722)
H (1.385, 2.762, 5.794)
C (-3.362, 0.945, -2.068)
O (-3.351, 2.281, -1.666)
N (-3.707, 0.071, -1.194)
N (-3.133, 0.454, -3.252)
H (-3.843, 0.362, -0.237)
H (-3.547, -0.910, -1.163)
H (-2.769, 1.187, -3.902)
H (-2.732, -0.445, -3.410)
C (-2.654, 3.768, 1.266)
O (-2.702, 5.159, 1.245)
H (-1.877, 3.493, 0.480)
H (-3.577, 3.404, 0.915)
H (-2.627, 3.317, 2.211)
H (-2.780, 5.342, 0.323)
C (-0.205, -4.716, -2.234)
O (-0.699, -3.653, -1.475)
H (-0.969, -5.184, -2.799)
H (0.342, -5.420, -1.576)
H (0.515, -4.341, -2.945)
H (-0.161, -3.534, -0.657)
C (-3.911, -2.746, 0.787)
O (-3.192, -2.735, -0.459)
H (-4.190, -3.724, 1.126)
H (-4.794, -2.104, 0.688)
H (-3.364, -2.280, 1.585)
H (-2.281, -2.993, -0.328)
C (3.159, -4.165, -0.764)
O (2.273, -3.148, -0.685)
H (3.798, -4.081, 0.132)
H (3.653, -4.286, -1.742)
H (2.495, -5.014, -0.644)
H (2.015, -2.941, -1.578)
C (0.544, 4.260, 1.926)
O (0.920, 4.464, 0.636)
H (0.239, 3.188, 1.994)
H (-0.249, 4.958, 2.136)
H (1.350, 4.493, 2.597)
H (0.241, 4.883, 0.106)
C (2.781, 2.126, -2.899)
O (3.716, 1.470, -3.741)
H (2.065, 2.741, -3.389)
H (3.332, 2.601, -2.191)
H (2.202, 1.409, -2.330)
H (3.266, 1.048, -4.512)

Summary:
**Net charge**: 0
**LUMO level**: -0.39 eV
**Kohn-Sham gap**: 7.18 eV

=====

2:
The following is a DFT calculation (ωB97M-V with the def2-TZVPD basis set) of a 17-piece molecular cluster, C20H74N16O17 overall.

Geometry (Å):
C (-5.531, -0.606, 2.741)
C (-4.566, 0.559, 2.826)
O (-4.576, 1.242, 1.602)
H (-5.619, -1.087, 3.712)
H (-5.247, -1.240, 1.996)
H (-6.570, -0.300, 2.489)
H (-3.542, 0.173, 2.991)
H (-4.891, 1.271, 3.601)
H (-3.886, 1.908, 1.600)
C (3.993, -1.417, -0.338)
C (4.157, -0.215, -1.306)
O (5.347, -0.356, -2.054)
H (3.130, -1.353, 0.282)
H (4.875, -1.566, 0.339)
H (3.981, -2.343, -0.914)
H (4.212, 0.747, -0.818)
H (3.383, -0.167, -2.055)
H (5.746, 0.554, -2.137)
C (2.251, -4.292, 3.898)
C (1.821, -2.895, 3.425)
O (2.412, -2.680, 2.206)
H (2.018, -5.060, 3.160)
H (1.792, -4.503, 4.794)
H (3.313, -4.406, 4.132)
H (2.120, -2.169, 4.138)
H (0.766, -2.846, 3.381)
H (1.903, -3.214, 1.623)
C (-0.627, 2.057, 5.206)
O (0.657, 2.384, 4.989)
N (-1.230, 1.118, 4.518)
N (-1.284, 2.546, 6.179)
H (-0.507, 0.477, 4.140)
H (-2.109, 0.730, 4.765)
H (-0.779, 3.170, 6.828)
H (-2.249, 2.328, 6.499)
C (2.562, 0.630, 3.295)
O (1.252, 0.198, 3.296)
N (3.478, 0.001, 2.707)
N (2.907, 1.672, 3.969)
H (3.288, -0.900, 2.345)
H (4.463, 0.199, 2.866)
H (2.055, 2.127, 4.410)
H (3.809, 2.061, 4.089)
C (-1.562, -2.350, 2.018)
O (-1.717, -1.125, 2.717)
N (-2.259, -3.411, 2.232)
N (-0.641, -2.564, 1.111)
H (-2.900, -3.464, 3.056)
H (-2.401, -4.296, 1.687)
H (-0.129, -1.639, 0.918)
H (-0.110, -3.444, 1.041)
C (-4.419, -1.453, -1.050)
O (-4.778, -2.180, -2.207)
N (-3.264, -1.650, -0.475)
N (-5.149, -0.543, -0.502)
H (-2.743, -2.477, -0.740)
H (-2.866, -1.056, 0.297)
H (-6.125, -0.527, -0.847)
H (-5.017, -0.032, 0.393)
C (3.353, 3.088, -2.585)
O (4.700, 2.697, -2.791)
N (2.405, 2.231, -2.616)
N (3.103, 4.289, -2.208)
H (2.725, 1.355, -3.001)
H (1.389, 2.382, -2.395)
H (2.180, 4.750, -2.391)
H (3.877, 4.896, -2.057)
C (0.201, 0.047, -0.524)
O (0.899, -0.229, -1.673)
N (0.657, -0.289, 0.625)
N (-0.973, 0.564, -0.526)
H (1.649, -0.576, 0.513)
H (0.391, 0.142, 1.493)
H (-1.426, 0.521, -1.456)
H (-1.433, 0.893, 0.299)
C (-0.175, 4.079, -2.597)
O (0.626, 5.178, -2.770)
N (0.001, 3.256, -1.620)
N (-1.141, 3.794, -3.409)
H (0.708, 3.465, -0.868)
H (-0.577, 2.406, -1.461)
H (-1.284, 4.511, -4.152)
H (-1.747, 3.002, -3.343)
C (-3.457, 1.392, -3.075)
O (-3.331, 2.371, -4.057)
N (-2.519, 0.542, -2.824)
N (-4.544, 1.281, -2.324)
H (-1.711, 0.499, -3.486)
H (-2.734, -0.127, -2.127)
H (-5.358, 1.889, -2.619)
H (-4.733, 0.546, -1.584)
C (1.636, -4.094, -0.332)
O (1.179, -4.716, 0.832)
H (2.723, -4.036, -0.316)
H (1.163, -3.148, -0.431)
H (1.328, -4.629, -1.206)
H (1.845, -5.389, 0.985)
C (0.669, 0.269, -5.203)
O (-0.282, 1.201, -4.768)
H (1.539, 0.768, -5.563)
H (0.243, -0.373, -5.973)
H (0.964, -0.373, -4.325)
H (0.030, 2.090, -4.676)
C (-1.546, 3.018, 1.270)
O (-1.818, 1.679, 1.789)
H (-0.519, 3.149, 1.332)
H (-1.817, 3.716, 1.993)
H (-2.018, 3.317, 0.343)
H (-1.776, 1.630, 2.777)
C (2.418, -2.676, -3.375)
O (3.689, -2.321, -3.657)
H (2.008, -2.286, -2.463)
H (2.391, -3.821, -3.151)
H (1.743, -2.370, -4.127)
H (3.648, -1.313, -3.576)
C (2.145, 2.647, 0.709)
O (2.020, 4.012, 0.387)
H (2.012, 2.044, -0.168)
H (1.422, 2.295, 1.472)
H (3.169, 2.480, 1.084)
H (2.533, 4.196, -0.466)
C (-1.419, -2.125, -3.639)
O (-0.570, -3.279, -3.533)
H (-1.548, -1.917, -4.683)
H (-0.899, -1.253, -3.229)
H (-2.433, -2.253, -3.244)
H (0.013, -3.332, -4.291)

Summary:
**Net charge**: 0
**LUMO level**: -0.12 eV
**Kohn-Sham gap**: 8.40 eV

=====

Which structure is the most stable? The one labeled 2.

=====

1:
The following is a DFT calculation (ωB97M-V with the def2-TZVPD basis set) of one molecule with the formula C6H11P.

Geometry (Å):
C (-2.378, -0.696, -0.729)
P (-2.890, -0.510, 0.827)
C (-1.588, 0.832, 1.505)
C (-0.415, 1.062, 0.479)
C (0.720, 0.360, 0.692)
C (1.899, 0.326, -0.242)
C (1.922, -1.013, -0.899)
H (-2.725, -1.284, -1.550)
H (-1.622, 0.021, -1.144)
H (-1.189, 0.518, 2.411)
H (-2.368, 1.540, 1.673)
H (-0.397, 1.574, -0.397)
H (0.883, -0.351, 1.510)
H (2.785, 0.435, 0.278)
H (1.740, 1.075, -1.070)
H (2.880, -1.056, -1.321)
H (1.626, -1.869, -0.264)
H (1.115, -0.965, -1.756)

Summary:
**Net charge**: 0
**LUMO level**: 0.60 eV
**SMILES**: C=PC/C=C/CC
**Kohn-Sham gap**: 9.30 eV

=====

2:
The following is a DFT calculation (ωB97M-V with the def2-TZVPD basis set) of a 2-piece molecular cluster, C6H11P overall.

Geometry (Å):
C (-1.806, -1.680, 0.266)
C (-0.616, -1.260, -0.003)
C (-0.871, 1.234, 0.741)
C (-0.276, 0.156, -0.073)
C (0.567, -2.203, -0.223)
C (1.571, 2.351, -0.159)
P (0.987, 0.897, 0.879)
H (-2.015, -2.712, 0.389)
H (-2.664, -1.098, 0.512)
H (-1.084, 2.194, 0.214)
H (-1.789, 0.978, 1.266)
H (-0.303, 0.850, -1.780)
H (0.356, -3.285, -0.486)
H (1.267, -1.804, -0.985)
H (1.173, -2.275, 0.728)
H (0.787, 2.858, -0.665)
H (2.282, 1.771, -0.863)
H (2.432, 3.028, 0.242)

Summary:
**Net charge**: 0
**LUMO level**: -0.09 eV
**Kohn-Sham gap**: 8.58 eV

=====

3:
The following is a DFT calculation (ωB97M-V with the def2-TZVPD basis set) of a 2-piece molecular cluster, C6H11P overall.

Geometry (Å):
C (2.055, 2.900, 0.171)
C (1.402, 1.734, -0.566)
C (1.131, 0.478, 0.342)
P (0.754, -0.338, 1.903)
C (0.528, -0.686, 0.162)
H (1.339, 3.828, 0.176)
H (3.050, 3.268, -0.177)
H (2.199, 2.627, 1.335)
H (1.965, 1.278, -1.411)
H (0.457, 2.023, -0.833)
H (-0.404, 0.509, 2.267)
H (0.121, -1.347, -0.512)
C (-1.656, -3.131, 0.945)
C (-2.148, -2.767, -0.202)
H (-1.285, -4.171, 1.014)
H (-1.645, -2.357, 1.788)
H (-2.495, -1.749, -0.352)
H (-2.308, -3.411, -1.037)

Summary:
**Net charge**: 0
**LUMO level**: 1.00 eV
**SMILES**: CCC1=[PH]=C1.C=C
**Kohn-Sham gap**: 9.37 eV

=====

4:
The following is a DFT calculation (ωB97M-V with the def2-TZVPD basis set) of one molecule with the formula C6H11P.

Geometry (Å):
C (-1.097, -1.292, -1.486)
C (-0.851, -0.232, -0.542)
P (-2.162, 0.693, 0.327)
C (-0.840, 1.723, 1.179)
C (0.491, 1.030, 1.109)
C (0.515, 0.204, -0.189)
C (1.457, -0.968, -0.116)
H (-2.091, -1.299, -2.010)
H (-1.109, -2.311, -0.939)
H (-0.237, -1.449, -2.326)
H (-1.178, 1.890, 2.295)
H (-0.968, 2.670, 0.653)
H (1.310, 1.780, 1.330)
H (0.695, 0.338, 1.970)
H (0.841, 0.819, -1.016)
H (2.204, -0.621, 0.577)
H (1.935, -1.134, -1.150)
H (1.084, -1.841, 0.335)

Summary:
**Net charge**: 0
**LUMO level**: 0.48 eV
**SMILES**: CC1=PCC[C@H]1C
**Kohn-Sham gap**: 8.41 eV

=====

Which structure is the most stable? The one labeled 4.

=====

1:
The following is a DFT calculation (ωB97M-V with the def2-TZVPD basis set) of C6H11P as an isolated structure.

Geometry (Å):
C (-2.636, -0.926, 0.266)
C (1.822, -2.212, -0.758)
C (-1.384, -1.077, -0.151)
C (1.742, -1.026, -0.316)
C (0.686, 2.438, 0.298)
C (-0.406, 1.460, 0.236)
P (-0.269, 0.057, -0.992)
H (-3.188, -1.728, 0.829)
H (-3.002, 0.050, 0.232)
H (2.739, -2.733, -0.616)
H (0.995, -2.861, -1.118)
H (-0.804, -2.002, -0.078)
H (2.536, -0.452, 0.074)
H (1.072, 2.708, 1.354)
H (1.520, 1.998, -0.132)
H (0.467, 3.337, -0.306)
H (-1.311, 2.055, 0.049)
H (-0.580, 0.915, 1.128)

Summary:
**Net charge**: 0
**LUMO level**: 0.88 eV
**Kohn-Sham gap**: 9.21 eV

=====

2:
The following is a DFT calculation (ωB97M-V with the def2-TZVPD basis set) of one molecule with the formula C6H11P.

Geometry (Å):
C (1.572, 0.710, -2.317)
C (0.597, 0.739, -1.155)
C (0.101, -0.645, -0.608)
C (-0.072, -0.466, 0.932)
C (-1.374, -1.078, 1.686)
P (-0.915, -0.404, 3.284)
C (-1.110, 0.372, 1.568)
H (1.421, 1.611, -2.993)
H (1.390, -0.212, -2.857)
H (2.613, 0.733, -1.967)
H (-0.269, 1.375, -1.317)
H (0.888, 1.165, -0.170)
H (0.950, -1.460, -0.798)
H (-0.816, -0.936, -0.984)
H (0.942, -0.523, 1.415)
H (-1.983, -1.862, 1.292)
H (-2.388, -0.428, 3.716)
H (-1.547, 1.309, 1.273)

Summary:
**Net charge**: 0
**LUMO level**: 1.17 eV
**SMILES**: CCC[C@@H]1[C@H]2P[C@@H]12
**Kohn-Sham gap**: 10.08 eV

=====

Which structure is the most stable? The one labeled 2.

=====

1:
The following is a DFT calculation (ωB97M-V with the def2-TZVPD basis set) of one molecule with the formula C3H9N.

Geometry (Å):
C (-0.757, 1.290, 1.238)
C (0.285, 0.594, 0.315)
C (-0.194, -0.754, -0.210)
N (0.606, -1.137, -1.385)
H (-1.319, 0.504, 1.736)
H (-1.244, 1.991, 0.554)
H (-0.400, 1.934, 2.022)
H (0.479, 1.223, -0.565)
H (1.359, 0.719, 0.503)
H (-1.225, -0.614, -0.515)
H (-0.199, -1.535, 0.559)
H (0.599, -2.146, -1.499)
H (1.581, -0.875, -1.279)

Summary:
**Net charge**: 0
**LUMO level**: 1.26 eV
**SMILES**: CCCN
**Kohn-Sham gap**: 10.53 eV

=====

2:
The following is a DFT calculation (ωB97M-V with the def2-TZVPD basis set) of one molecule with the formula C3H9N.

Geometry (Å):
C (0.545, -0.965, 0.945)
C (0.179, -0.160, -0.312)
C (-1.276, 0.250, -0.443)
N (1.122, 1.004, -0.384)
H (1.194, -1.797, 0.653)
H (1.152, -0.383, 1.634)
H (-0.328, -1.379, 1.450)
H (0.501, -0.758, -1.175)
H (-1.414, 1.031, -1.187)
H (-1.886, -0.601, -0.754)
H (-1.677, 0.598, 0.503)
H (0.879, 1.678, 0.341)
H (1.009, 1.480, -1.272)

Summary:
**Net charge**: 0
**LUMO level**: 1.19 eV
**SMILES**: CC(C)N
**Kohn-Sham gap**: 10.49 eV

=====

Which structure is the most stable? The one labeled 2.